1.
Molecular formula: CHO3PS2
Method: DFT, ωB97M-V/def2-TZVPD

Last column: Löwdin charge in e.
Element x y z (Å)
O1 -1.395 -0.227 -1.581  -0.411
P1 -0.668 -0.637 -0.399  0.303
O2 -1.132 -1.806 0.348  -0.416
O3 1.308 -0.844 -0.396  -0.424
C1 -0.258 1.168 0.596  -1.483
S1 0.513 2.469 -0.068  0.261
S2 -0.575 0.819 2.246  0.214
H1 2.207 -0.942 -0.745  -0.045

Properties
Kohn-Sham gap (eV): 5.557
SMILES string: O=[P@@]([O-])(O)C(=S)[S-]
LUMO energy (Ha): 0.217
Total charge: -2
HOMO level (Ha): 0.013
Multiplicity: 1

***

2.
Molecular formula: C50H37BrF4MnN5O2PS
Method: DFT, ωB97M-V/def2-TZVPD

Last column: Löwdin charge in e.
Element x y z (Å)
Mn1 -0.747 0.251 0.086  0.636
F1 0.138 -0.591 -8.210  0.136
C1 0.227 -0.766 -6.895  -0.139
C2 0.251 -2.039 -6.365  -0.137
F2 0.195 -3.096 -7.174  0.131
C3 0.352 -2.208 -4.994  -0.211
F3 0.431 -3.473 -4.568  0.098
C4 0.393 -1.138 -4.108  -0.285
P1 0.442 -1.281 -2.256  1.095
C5 -0.296 -2.929 -1.952  -0.367
C6 0.271 -3.819 -1.043  -0.092
C7 -0.405 -4.972 -0.672  -0.071
C8 -1.659 -5.254 -1.197  -0.094
C9 -2.229 -4.378 -2.111  -0.083
C10 -1.552 -3.226 -2.482  -0.120
C11 2.240 -1.443 -2.012  -0.360
C12 2.985 -2.534 -2.455  -0.087
C13 4.357 -2.566 -2.248  -0.079
C14 4.992 -1.503 -1.619  -0.083
C15 4.255 -0.407 -1.191  -0.071
C16 2.881 -0.379 -1.379  -0.109
C17 0.405 0.143 -4.679  -0.575
Br1 0.633 1.693 -3.633  0.914
C18 0.320 0.323 -6.048  -0.269
F4 0.332 1.540 -6.592  0.079
H1 1.237 -3.601 -0.611  0.090
H2 0.053 -5.652 0.035  0.107
H3 -2.183 -6.154 -0.905  0.101
H4 -3.200 -4.592 -2.540  0.104
H5 -2.008 -2.560 -3.206  0.095
H6 2.492 -3.365 -2.943  0.105
H7 4.931 -3.422 -2.580  0.103
H8 6.062 -1.531 -1.461  0.102
H9 4.747 0.423 -0.699  0.105
H10 2.297 0.462 -1.020  0.060
C19 -3.064 -0.046 -2.431  -0.045
C20 -2.736 1.402 -2.210  -0.338
C21 -3.420 2.358 -2.997  -0.021
C22 -3.114 3.673 -2.862  -0.001
C23 -2.100 4.072 -1.964  -0.171
C24 -1.718 5.423 -1.843  -0.053
C25 -0.695 5.754 -0.999  -0.079
C26 -0.031 4.763 -0.263  -0.115
C27 -0.375 3.424 -0.337  -0.623
S1 0.519 2.268 0.610  0.656
C28 -1.454 3.064 -1.207  -0.260
N1 -1.819 1.741 -1.329  0.055
H11 -4.060 -0.292 -2.056  0.091
H12 -2.346 -0.697 -1.941  0.013
H13 -3.056 -0.259 -3.502  0.090
H14 -4.172 2.020 -3.698  0.116
H15 -3.621 4.429 -3.451  0.121
H16 -2.232 6.171 -2.434  0.108
H17 -0.379 6.785 -0.902  0.104
H18 0.792 5.035 0.387  0.086
C29 2.106 5.664 3.169  -0.089
O1 2.712 4.570 2.513  -0.099
C30 3.033 3.486 3.269  -0.288
C31 3.531 2.384 2.573  -0.009
C32 3.850 1.222 3.241  -0.013
C33 3.687 1.142 4.627  -0.285
C34 3.268 2.263 5.321  -0.035
C35 2.914 3.429 4.652  -0.013
N2 4.005 -0.025 5.406  0.071
N3 3.596 -1.152 5.082  0.072
C36 2.724 -1.295 3.951  -0.266
C37 3.139 -2.043 2.884  -0.038
C38 2.415 -2.078 1.680  -0.003
C39 1.230 -1.374 1.541  -0.343
O2 0.566 -1.279 0.422  -0.282
C40 0.714 -0.714 2.712  -0.150
N4 -0.493 -0.110 2.575  0.063
C41 -1.015 0.500 3.607  -0.136
C42 -0.389 0.552 4.865  -0.042
C43 0.838 -0.027 5.016  -0.001
C44 1.446 -0.676 3.916  -0.104
H19 1.886 6.397 2.398  0.087
H20 2.777 6.111 3.908  0.093
H21 1.175 5.366 3.660  0.099
H22 3.625 2.453 1.497  0.108
H23 4.212 0.372 2.681  0.113
H24 3.197 2.208 6.400  0.114
H25 2.558 4.276 5.219  0.101
H26 4.095 -2.549 2.950  0.117
H27 2.814 -2.610 0.825  0.103
H28 -1.977 0.981 3.455  0.108
H29 -0.876 1.056 5.689  0.103
H30 1.348 -0.001 5.970  0.115
C45 -6.132 -2.798 2.090  -0.039
C46 -4.923 -2.077 1.571  -0.254
C47 -3.733 -2.741 1.305  0.001
C48 -2.644 -2.033 0.829  -0.097
N5 -2.688 -0.720 0.593  -0.012
C49 -3.829 -0.073 0.842  -0.127
C50 -4.954 -0.704 1.331  -0.015
H31 -5.903 -3.835 2.329  0.079
H32 -6.930 -2.788 1.345  0.089
H33 -6.517 -2.312 2.987  0.087
H34 -3.642 -3.806 1.470  0.117
H35 -1.695 -2.520 0.630  0.106
H36 -3.829 0.992 0.636  0.117
H37 -5.851 -0.129 1.525  0.118

Properties
Kohn-Sham gap (spin up / spin down) (eV): 7.030 / 7.075
<S²>: 8.76
LUMO energy (spin up / spin down) (Ha): 0.006 / 0.003
Total charge: 0
HOMO level (spin up / spin down) (Ha): -0.253 / -0.257
Multiplicity: 6

***

3.
Molecular formula: C37H29F6N7O5S5Ti
Method: DFT, ωB97M-V/def2-TZVPD

Last column: Löwdin charge in e.
Element x y z (Å)
Ti1 0.243 -0.438 0.198  0.885
S1 -1.683 2.139 2.320  0.865
C1 -0.445 3.269 1.810  -0.605
C2 -0.814 4.613 1.775  -0.075
C3 0.087 5.599 1.412  -0.192
C4 -0.338 6.970 1.377  -0.176
N1 -0.693 8.063 1.358  0.162
C5 1.403 5.238 1.096  -0.184
C6 1.766 3.901 1.128  -0.063
C7 0.862 2.889 1.453  -0.610
S2 1.493 1.250 1.505  0.721
C8 2.376 6.226 0.727  -0.178
N2 3.171 7.004 0.434  0.169
H1 -1.825 4.896 2.038  0.120
H2 2.783 3.621 0.892  0.095
F1 -2.039 -1.394 -3.167  0.134
C9 -3.329 -1.044 -3.203  -0.670
F2 -4.068 -2.133 -2.985  0.139
F3 -3.608 -0.573 -4.416  0.145
S3 -3.690 0.209 -1.900  0.602
O1 -3.283 -0.421 -0.680  -0.273
O2 -5.056 0.565 -2.105  -0.257
N3 -2.773 1.423 -2.325  -0.274
S4 -1.257 1.627 -2.113  0.632
O3 -0.720 1.155 -0.834  -0.389
O4 -0.429 1.349 -3.250  -0.258
C10 -1.266 3.460 -1.931  -0.668
F4 -0.027 3.882 -1.675  0.143
F5 -2.065 3.838 -0.943  0.156
F6 -1.677 4.018 -3.065  0.155
O5 -1.092 -0.905 1.202  -0.329
C11 -1.974 -1.871 1.723  -0.232
C12 -1.612 -3.242 1.191  -0.140
C13 -1.733 -3.331 -0.340  -0.116
C14 -0.491 -3.083 -1.156  -0.285
C15 0.043 -4.093 -1.875  -0.046
C16 1.242 -3.881 -2.657  -0.081
C17 1.764 -2.664 -2.808  -0.043
C18 1.041 -1.480 -2.225  -0.310
N4 0.086 -1.820 -1.165  -0.058
H3 -0.866 1.074 2.358  -0.169
H4 -2.985 -1.591 1.418  0.114
H5 -1.910 -1.841 2.815  0.126
H6 -2.302 -3.960 1.643  0.118
H7 -0.607 -3.516 1.521  0.115
H8 -2.515 -2.645 -0.674  0.095
H9 -2.058 -4.339 -0.600  0.112
H10 -0.417 -5.070 -1.845  0.100
H11 1.709 -4.730 -3.143  0.104
H12 2.611 -2.505 -3.455  0.096
H13 0.504 -0.968 -3.041  0.137
N5 4.523 -5.379 3.018  0.026
C19 3.646 -4.536 3.681  -0.858
S5 3.448 -4.721 5.338  0.531
C20 2.937 -3.594 2.883  -0.265
C21 2.989 -3.581 1.457  -0.025
C22 2.296 -2.656 0.739  -0.140
N6 1.528 -1.672 1.293  -0.121
C23 1.457 -1.689 2.668  -0.177
C24 2.102 -2.591 3.451  -0.044
H14 5.118 -5.898 3.643  0.059
H15 4.992 -5.006 2.207  0.070
H16 3.518 -4.345 0.903  0.099
H17 2.304 -2.704 -0.341  0.081
H18 0.847 -0.917 3.113  0.080
H19 1.994 -2.545 4.525  0.077
N7 1.763 -0.357 -1.580  0.111
C25 2.957 0.015 -1.806  -0.181
C26 3.422 1.368 -1.394  -0.183
C27 2.706 2.460 -1.873  -0.020
C28 3.214 3.744 -1.719  -0.082
C29 4.421 3.940 -1.067  -0.097
C30 5.120 2.849 -0.559  -0.070
C31 4.636 1.565 -0.740  -0.022
C32 4.000 -0.730 -2.579  -0.195
C33 4.725 -1.740 -1.956  -0.035
C34 5.720 -2.405 -2.656  -0.068
C35 5.991 -2.067 -3.975  -0.086
C36 5.280 -1.044 -4.588  -0.074
C37 4.297 -0.364 -3.886  -0.020
H20 1.769 2.290 -2.387  0.097
H21 2.659 4.592 -2.099  0.111
H22 4.805 4.943 -0.934  0.098
H23 6.053 3.002 -0.031  0.105
H24 5.196 0.714 -0.373  0.119
H25 4.500 -2.011 -0.932  0.111
H26 6.280 -3.195 -2.171  0.105
H27 6.762 -2.594 -4.522  0.100
H28 5.495 -0.771 -5.613  0.103
H29 3.748 0.445 -4.354  0.126

Properties
Kohn-Sham gap (spin up / spin down) (eV): 5.118 / 7.129
<S²>: 0.76
LUMO energy (spin up / spin down) (Ha): 0.056 / 0.054
Total charge: -1
HOMO level (spin up / spin down) (Ha): -0.132 / -0.208
Multiplicity: 2

***

4.
Molecular formula: C16H13N9O2PRe
Method: DFT, ωB97M-V/def2-TZVPD

Last column: Löwdin charge in e.
Element x y z (Å)
Re1 -0.437 0.295 -0.534  1.597
O1 -4.423 0.623 -1.590  0.152
C1 -3.433 0.328 -0.991  -0.632
O2 -2.203 0.657 -1.356  -0.252
C2 -3.553 -0.486 0.312  -0.240
P1 -2.095 -0.968 1.282  1.149
C3 -0.885 -1.868 0.198  -0.448
C4 0.055 -2.689 0.857  -0.097
C5 1.001 -3.373 0.134  -0.024
C6 1.054 -3.268 -1.264  -0.018
C7 0.107 -2.541 -1.941  -0.034
C8 -0.911 -1.863 -1.231  -0.198
C9 -1.078 0.534 1.681  -0.450
C10 -0.188 0.414 2.770  -0.099
C11 0.617 1.469 3.122  -0.025
C12 0.576 2.677 2.410  -0.019
C13 -0.331 2.852 1.395  -0.034
C14 -1.209 1.803 1.036  -0.199
H1 -4.094 -1.407 0.083  0.108
H2 -4.211 0.063 0.991  0.108
H3 0.041 -2.762 1.935  0.114
H4 1.730 -3.979 0.654  0.131
H5 1.818 -3.803 -1.812  0.128
H6 0.079 -2.529 -3.023  0.130
H7 -1.795 -1.567 -1.783  0.123
H8 -0.130 -0.516 3.316  0.114
H9 1.309 1.355 3.945  0.131
H10 1.231 3.489 2.696  0.128
H11 -0.437 3.808 0.899  0.130
H12 -2.092 2.062 0.463  0.123
N1 2.830 1.178 -1.498  0.189
C15 2.701 0.453 -0.343  -0.424
N2 3.710 0.083 0.401  0.081
N3 3.139 -0.591 1.422  -0.010
N4 1.871 -0.628 1.301  -0.057
N5 1.521 0.038 0.161  -0.097
C16 1.781 1.552 -2.257  -0.416
N6 1.844 2.235 -3.355  0.097
N7 0.539 2.371 -3.763  0.001
N8 -0.281 1.826 -2.997  0.004
N9 0.473 1.235 -1.931  -0.137
H13 3.759 1.442 -1.792  0.173

Properties
Kohn-Sham gap (spin up / spin down) (eV): 6.087 / 6.432
<S²>: 0.77
LUMO energy (spin up / spin down) (Ha): -0.226 / -0.215
Total charge: +1
HOMO level (spin up / spin down) (Ha): -0.450 / -0.451
Multiplicity: 2